Entry from the Open Molecules 2025 dataset: a 2-piece molecular cluster, C5H6N2O2 overall (wB97M-V/def2-TZVPD).

XYZ file:
```
15
Properties=species:S:1:pos:R:3:nbo_charge:R:1
C -1.09165 0.01701 0.34370 0.013
C -2.11471 -0.99855 -0.05038 0.255
C 0.06583 0.49569 -0.69460 -0.083
C 1.25840 1.07237 0.00953 -0.280
C 1.60011 -1.45427 -0.30238 0.464
H -1.66031 2.01580 0.86387 0.483
H -0.81208 -0.33156 1.32430 0.237
H -0.20005 1.10617 -1.63400 0.251
H 1.51726 0.92320 1.16144 0.267
H 1.97567 1.89101 -0.33554 0.234
H 1.50706 -2.55937 -1.25901 0.254
N -3.14744 -1.56649 -0.39559 -0.292
N 1.42303 -0.15700 -0.94992 -0.490
O -2.02592 0.93272 0.60718 -0.680
O 1.70480 -1.38673 1.31141 -0.633
```

Computed properties:
Lowest unoccupied orbital energy in eV: -1.1
HOMO level in eV: -10.230

=====

Entry from the Open Molecules 2025 dataset: C22H69N10O17V as an isolated structure (wB97M-V/def2-TZVPD).

XYZ file:
```
119
Properties=species:S:1:pos:R:3:lowdin_spin:R:1
V -1.05543 -1.67510 -3.39080 2.818
O 0.21841 1.13029 -0.78255 0.000
H 0.39723 0.83074 0.13479 0.000
C 0.50696 -2.31993 2.16216 0.000
C 1.04322 -3.59123 1.53614 0.000
C 0.99367 -4.77854 2.50095 0.000
O 0.46494 -4.08226 0.28763 0.000
H 0.68302 -1.43436 1.53861 0.000
H 0.98453 -2.21718 3.14986 0.000
H -0.51121 -2.51329 2.58494 0.000
H 2.06623 -3.34497 1.28308 0.000
H 1.69653 -4.53289 3.32855 0.000
H 1.43366 -5.74942 2.04809 0.000
H -0.01985 -4.97628 2.85213 0.000
H -0.35781 -3.59718 0.12138 0.000
C -2.14123 -0.60676 2.80101 0.000
C -2.90087 -1.74164 3.45942 0.000
C -3.42971 -1.37456 4.81084 0.000
O -4.05542 -2.24677 2.73779 0.000
H -1.83471 -0.79875 1.77422 0.000
H -1.20250 -0.52905 3.38234 0.000
H -2.75116 0.29716 2.75502 0.000
H -2.20626 -2.58913 3.47185 0.000
H -4.01549 -0.46947 4.71801 0.000
H -2.59662 -1.23929 5.54672 0.000
H -4.06763 -2.14889 5.18276 0.000
H -4.61739 -2.58768 3.41364 0.000
C 6.33697 -3.38746 0.31950 0.000
C 4.89972 -2.86737 0.06712 0.000
C 4.26091 -2.06214 1.22137 0.000
O 4.85149 -2.09947 -1.13791 0.000
H 7.05367 -3.19510 -0.52092 0.000
H 6.46886 -4.47270 0.54610 0.000
H 6.79006 -2.77278 1.09747 0.000
H 4.30075 -3.80303 -0.12096 0.000
H 3.94804 -2.81560 2.01046 0.000
H 3.39605 -1.47839 0.83643 0.000
H 4.95176 -1.34409 1.62219 0.000
H 5.73208 -1.58156 -1.19472 0.000
C -2.01758 -4.21162 -1.97657 0.004
O -1.61527 -3.09005 -1.59375 0.013
N -1.06545 -5.07944 -2.32692 0.004
N -3.34568 -4.51964 -2.17133 0.002
H -0.14228 -4.82292 -2.05546 0.000
H -1.29535 -5.95317 -2.63782 0.000
H -3.97289 -3.94916 -1.63599 0.000
H -3.60824 -5.51866 -2.40398 0.000
C -3.46228 -0.48859 -2.12315 0.007
O -2.99920 -0.92822 -3.22768 0.026
N -2.58879 0.00646 -1.25349 0.009
N -4.75699 -0.61571 -1.80097 0.003
H -1.76035 0.43702 -1.67580 0.001
H -2.92206 0.47483 -0.39791 0.000
H -5.41938 -0.97533 -2.46320 0.000
H -5.11011 -0.35726 -0.86405 0.000
C 3.05595 4.48959 -0.25836 0.000
O 4.01428 3.84209 -0.69221 0.000
N 3.02609 5.68159 0.46613 0.000
N 1.70335 3.96499 -0.29885 0.000
H 3.86603 6.29198 0.49536 0.000
H 2.16344 6.20933 0.35645 0.000
H 1.45462 3.09517 -0.79757 0.000
H 0.94665 4.64925 -0.21430 0.000
C 6.28821 0.89521 -2.15404 0.000
O 6.54188 -0.28586 -2.10935 0.000
N 5.27303 1.54039 -1.48111 0.000
N 7.05500 1.62146 -3.03112 0.000
H 4.73828 0.88988 -0.94222 0.000
H 5.30801 2.52130 -1.22518 0.000
H 7.80512 1.19207 -3.53722 0.000
H 6.98372 2.64006 -3.11812 0.000
C 1.89403 -2.13288 -2.79804 0.006
O 0.82176 -2.58031 -3.37849 0.041
N 2.70225 -1.21378 -3.36044 0.002
N 2.30234 -2.74266 -1.64683 0.001
H 2.46587 -0.64352 -4.14831 0.000
H 3.67705 -1.24163 -3.22098 0.000
H 2.02423 -3.57561 -1.18535 0.000
H 3.15216 -2.43039 -1.19956 0.000
C 0.91682 2.80733 3.07403 0.000
C -0.45883 2.48591 3.35754 0.000
O -1.37561 2.95885 2.33781 0.000
O 1.44047 2.13195 1.93132 0.000
H 1.50691 2.59912 3.91205 0.000
H 1.02787 3.89158 2.83967 0.000
H -0.66613 2.76710 4.34116 0.000
H -0.47022 1.37382 3.30074 0.000
H -2.27596 2.58532 2.52463 0.000
H 1.45652 2.76905 1.21819 0.000
C -0.97833 0.55764 -5.38961 0.003
C 0.24670 0.67218 -4.44464 0.006
O -0.03980 0.08187 -3.22110 0.032
O -1.33243 -0.76959 -5.56977 0.020
H -0.80760 1.07705 -6.30646 0.000
H -1.80724 1.14118 -4.81632 0.000
H 0.41347 1.75906 -4.32445 -0.001
H 1.09181 0.18755 -5.00511 0.001
H 0.53302 0.63812 -1.55205 0.000
H -2.30185 -0.62406 -5.60817 0.002
C -2.26973 5.41519 -0.36999 0.000
C -2.71444 5.94650 1.06956 0.000
O -3.13600 4.82932 1.80751 0.000
O -1.29055 4.30912 -0.45902 0.000
H -1.97335 6.25783 -0.95076 0.000
H -3.25881 5.10634 -0.83602 0.000
H -3.57839 6.64309 0.94882 0.000
H -1.91745 6.49070 1.61792 0.000
H -2.35554 4.35862 2.07144 0.000
H -1.48803 3.71439 0.28962 0.000
C -5.42625 0.78948 1.85983 0.000
C -5.27492 2.15766 1.19995 0.000
O -3.87711 2.22562 1.06145 0.000
O -5.04791 -0.28034 0.93947 0.000
H -6.53888 0.67092 2.06697 0.000
H -4.87038 0.76806 2.79983 0.000
H -5.60626 2.90065 1.89556 0.000
H -5.87397 2.36734 0.26939 0.000
H -3.57296 3.08894 0.69804 0.000
H -4.94549 -1.17062 1.35404 0.000
```

Computed properties:
Lowest unoccupied orbital energy (alpha / beta) in eV: -1.7 / -1.7
Spin multiplicity: 4
Charge: +1
HOMO level (alpha / beta) in eV: -9.185 / -10.833

=====

Entry from the Open Molecules 2025 dataset: C41H40CrN4O10SSe as an isolated structure (wB97M-V/def2-TZVPD).

XYZ file:
```
98
Properties=species:S:1:pos:R:3:lowdin_spin:R:1
Cr -0.31944 0.62283 -0.00306 2.848
O 1.57491 0.70382 0.05622 0.023
C 2.80087 1.22421 0.40321 0.006
C 3.38815 0.33096 1.55513 0.001
C 3.33433 -1.10115 1.11738 0.001
C 4.35385 -1.69954 0.38220 0.000
C 4.11868 -2.94230 -0.18313 0.000
C 2.86994 -3.52035 -0.03627 0.000
C 1.91535 -2.86199 0.73805 0.001
C 0.50307 -3.34341 0.83331 0.003
C -0.39258 -2.62486 -0.23447 0.007
O -0.29228 -1.27798 -0.08812 0.071
C 0.09601 -3.08073 -1.62479 0.002
C 0.69556 -2.17207 -2.48195 0.000
C 1.19473 -2.57480 -3.71406 0.000
C 1.09717 -3.90118 -4.10665 0.000
C 0.48186 -4.81778 -3.26138 0.000
C -0.01717 -4.40779 -2.03472 0.000
C -1.85403 -3.09541 -0.09168 0.002
C -2.81558 -2.40741 -0.82901 0.001
C -4.14902 -2.76842 -0.76784 0.000
C -4.55097 -3.83514 0.02729 0.000
C -3.60594 -4.52270 0.76944 0.000
C -2.26528 -4.15212 0.71163 0.000
N 2.17395 -1.71047 1.35042 0.001
C 2.74076 2.70242 0.82880 0.002
C 2.59782 3.67603 -0.16118 0.003
C 2.49868 5.01877 0.15736 0.000
C 2.57136 5.42395 1.48623 0.001
C 2.73111 4.47192 2.47889 0.000
C 2.80749 3.12064 2.15216 0.001
C 3.78162 1.12144 -0.77665 -0.001
C 5.07227 1.63834 -0.67098 0.000
C 5.98548 1.48884 -1.70165 0.000
C 5.61933 0.82185 -2.86591 0.000
C 4.33348 0.31929 -2.98389 0.000
C 3.42273 0.47008 -1.94485 0.000
H 2.73800 0.43280 2.42355 0.000
H 4.40101 0.65147 1.80891 0.000
H 5.28768 -1.17631 0.21853 0.000
H 4.88565 -3.43088 -0.77302 0.000
H 2.61939 -4.45137 -0.52950 0.000
H 0.10099 -3.07840 1.81211 0.000
H 0.45919 -4.42612 0.69743 0.000
H 0.75977 -1.14443 -2.15492 0.001
H 1.65969 -1.84681 -4.36885 0.000
H 1.48524 -4.21876 -5.06726 0.000
H 0.38299 -5.85394 -3.56492 0.000
H -0.51543 -5.12341 -1.38926 0.000
H -2.50969 -1.54649 -1.40960 0.000
H -4.88242 -2.18920 -1.31386 0.000
H -5.59782 -4.10918 0.08610 0.000
H -3.90786 -5.34424 1.40971 0.000
H -1.54859 -4.69717 1.31224 0.000
H 2.53468 3.37363 -1.19887 0.002
H 2.34023 5.74588 -0.63005 0.000
H 2.49012 6.47393 1.74101 0.000
H 2.78250 4.77398 3.51891 0.000
H 2.91534 2.39868 2.95053 0.000
H 5.35808 2.17632 0.22656 0.000
H 6.98305 1.90098 -1.60251 0.000
H 6.33014 0.70564 -3.67533 0.000
H 4.03357 -0.19849 -3.88722 0.000
H 2.42320 0.07018 -2.01703 0.001
C -5.22215 5.47512 3.38347 0.000
C -4.10337 5.23819 2.38046 0.000
S -3.92798 6.65549 1.30961 0.000
O -5.21341 6.90349 0.69503 0.000
O -3.31530 7.73051 2.06650 0.000
C -2.80049 6.08174 0.07712 0.002
C -1.34464 5.99443 0.56692 0.002
N -0.70641 4.84030 -0.03966 0.028
C -0.55071 3.64598 0.60022 0.046
N -0.31689 2.69123 -0.26984 0.001
C -0.28739 3.26167 -1.52528 0.132
C -0.51922 4.60711 -1.39908 0.014
N -0.52935 5.58544 -2.35950 0.288
O -0.30644 5.22769 -3.56624 0.244
O -0.72564 6.81479 -2.00356 0.211
C -0.64578 3.48529 2.07495 0.007
H -5.32622 4.60185 4.02725 0.000
H -6.16626 5.64108 2.86678 0.000
H -5.01044 6.34462 4.00727 0.000
H -4.29246 4.37745 1.73423 0.000
H -3.14272 5.09855 2.87453 0.000
H -2.86404 6.75821 -0.77582 0.001
H -3.16513 5.09616 -0.22374 0.000
H -1.29400 5.86097 1.64548 0.000
H -0.81807 6.90108 0.29542 0.001
H -0.12746 2.70199 -2.42788 0.012
H -0.13555 4.30296 2.58645 0.001
H -0.17448 2.55067 2.36292 0.001
H -1.68926 3.43335 2.38596 0.002
O -2.08946 0.77076 -0.95696 0.001
Se -2.94839 1.11519 0.45253 0.011
O -4.16934 0.10430 0.69726 0.006
O -1.60649 0.79552 1.44880 0.004
O -3.36410 2.67451 0.58715 0.005
```

Computed properties:
Lowest unoccupied orbital energy (alpha / beta) in eV: 4.1 / 4.1
Spin multiplicity: 5
Charge: -2
HOMO level (alpha / beta) in eV: -0.567 / -3.412

=====

Entry from the Open Molecules 2025 dataset: one molecule with the formula C3H5F2P (wB97M-V/def2-TZVPD).

XYZ file:
```
11
Properties=species:S:1:pos:R:3:nbo_charge:R:1
C -0.16395 1.30129 1.32079 -0.650
C -0.12503 0.76400 -0.07350 -0.217
C 0.49034 -0.33960 -0.32962 -0.443
P 0.45061 -1.49809 -2.24731 1.433
F -1.08693 -1.94200 -1.94188 -0.586
F 1.01260 -2.87953 -1.60028 -0.584
H 0.70138 1.87407 1.75939 0.231
H -1.11121 1.92548 1.46682 0.212
H -0.31032 0.35960 1.85495 0.214
H -0.48415 1.44576 -0.76832 0.194
H 0.62666 -1.01097 0.55897 0.197
```

Computed properties:
Lowest unoccupied orbital energy in eV: 0.6
HOMO level in eV: -9.570